Arrangement w

The following is a DFT calculation (ωB97M-V/def2-TZVPD) of 9 unconnected molecules or ions with the total composition C81H171N9O9.

Properties
- molar mass (Da) = 1415.31
- gap between HOMO and LUMO (eV) = 8.60

The geometry in XYZ format:
```
270
Properties=species:S:1:pos:R:3:lowdin_charge:R:1
C 2.363 2.589 -6.018 -0.0394
C 1.705 1.764 -7.120 -0.4838
C 0.795 2.591 -8.066 -0.0102
C 2.870 1.087 -7.875 -0.1442
C 2.438 -0.177 -8.620 -0.1749
C 1.990 -1.133 -7.523 -0.1449
C 0.702 -0.654 -6.840 -0.4867
C -0.593 -0.704 -7.707 -0.0187
C 0.449 -1.532 -5.583 -0.0273
N 0.940 0.741 -6.379 -0.1322
O -0.128 1.235 -5.563 -0.0105
H 1.622 3.263 -5.579 0.0617
H 2.679 2.006 -5.150 0.0700
H 3.231 3.154 -6.361 0.0952
H -0.245 2.426 -7.780 0.0752
H 1.019 3.656 -7.998 0.0796
H 0.808 2.303 -9.119 0.0741
H 3.292 1.798 -8.590 0.1224
H 3.694 0.754 -7.241 0.1144
H 1.651 0.076 -9.333 0.1064
H 3.267 -0.625 -9.169 0.1124
H 2.778 -1.274 -6.782 0.1198
H 1.808 -2.100 -8.003 0.1196
H -1.405 -0.566 -6.992 0.0690
H -0.721 -1.741 -8.034 0.0826
H -0.680 -0.012 -8.540 0.0728
H -0.562 -1.445 -5.188 0.0706
H 1.083 -1.155 -4.777 0.0694
H 0.723 -2.525 -5.936 0.0847
H 0.443 1.271 -4.785 0.0676
C -1.519 -2.374 6.657 -0.0095
C -0.614 -1.310 5.987 -0.4885
C -1.391 -0.557 4.901 -0.0297
C -0.111 -0.212 6.948 -0.1403
C 0.870 -0.716 7.998 -0.1512
C 2.108 -1.379 7.220 -0.0996
C 1.718 -2.386 6.139 -0.5199
C 2.922 -2.604 5.215 -0.0365
C 1.433 -3.782 6.763 -0.0342
N 0.567 -1.934 5.391 -0.0879
O 0.132 -2.886 4.394 -0.0214
H -0.996 -2.736 7.541 0.0536
H -2.525 -2.050 6.928 0.0792
H -1.667 -3.225 5.993 0.0833
H -2.045 -1.193 4.302 0.0480
H -2.007 0.235 5.330 0.0741
H -0.680 -0.079 4.223 0.0787
H 0.431 0.519 6.345 0.1223
H -0.894 0.217 7.579 0.1242
H 1.256 0.016 8.707 0.1041
H 0.370 -1.444 8.643 0.0973
H 2.589 -2.010 7.973 0.1100
H 2.875 -0.657 6.941 0.1045
H 2.846 -3.518 4.626 0.0802
H 3.885 -2.623 5.726 0.0886
H 2.990 -1.762 4.521 0.0609
H 0.737 -3.686 7.595 0.0642
H 2.341 -4.220 7.193 0.0837
H 1.117 -4.552 6.061 0.0822
H 0.186 -2.297 3.633 0.0623
C 1.098 -0.958 1.087 -0.0018
C 0.673 0.435 0.568 -0.4667
C 1.148 1.491 1.580 0.0008
C 1.451 0.711 -0.717 -0.1299
C 0.737 0.209 -1.970 -0.1816
C -0.698 0.711 -2.048 -0.1242
C -1.472 0.225 -0.805 -0.4878
C -2.810 1.002 -0.896 -0.0181
C -1.764 -1.283 -0.945 -0.0134
N -0.779 0.596 0.423 -0.0655
O -1.471 0.115 1.557 -0.0281
H 2.155 -1.038 1.359 0.0733
H 0.559 -1.236 1.994 0.0609
H 1.041 -1.747 0.333 0.0679
H 0.589 1.337 2.504 0.0844
H 2.204 1.309 1.787 0.0503
H 1.059 2.517 1.227 0.0794
H 1.590 1.778 -0.937 0.1037
H 2.502 0.427 -0.623 0.1021
H 1.301 0.730 -2.756 0.0829
H 0.854 -0.850 -2.216 0.1087
H -1.110 0.450 -3.021 0.1183
H -0.616 1.798 -1.949 0.1124
H -3.455 0.728 -0.054 0.0585
H -3.361 0.729 -1.794 0.0760
H -2.673 2.071 -0.735 0.0888
H -1.977 -1.519 -1.987 0.0892
H -2.569 -1.609 -0.286 0.0527
H -0.849 -1.814 -0.674 0.0611
H -1.524 -0.849 1.435 0.0768
C -5.175 -1.729 -4.593 -0.0498
C -5.977 -2.386 -3.422 -0.4817
C -5.095 -2.097 -2.213 -0.0156
C -7.362 -1.722 -3.530 -0.1255
C -8.424 -2.433 -2.687 -0.1683
C -8.530 -3.924 -3.075 -0.1490
C -7.186 -4.639 -3.217 -0.5016
C -6.754 -5.202 -1.817 -0.0050
C -7.454 -5.790 -4.189 -0.0400
N -6.125 -3.803 -3.773 -0.1222
O -4.910 -4.473 -3.997 0.0002
H -5.202 -0.640 -4.515 0.0843
H -4.132 -2.042 -4.662 0.0771
H -5.676 -1.922 -5.546 0.0851
H -4.630 -1.114 -2.237 0.0684
H -5.646 -2.194 -1.273 0.0737
H -4.312 -2.856 -2.198 0.0591
H -7.349 -0.659 -3.283 0.1225
H -7.714 -1.751 -4.564 0.1205
H -8.176 -2.487 -1.618 0.1034
H -9.371 -1.892 -2.653 0.1080
H -9.235 -4.009 -3.910 0.1149
H -9.115 -4.499 -2.350 0.1131
H -6.310 -4.431 -1.185 0.0617
H -5.871 -5.824 -1.996 0.0744
H -7.574 -5.790 -1.416 0.0839
H -7.480 -5.497 -5.239 0.0879
H -8.394 -6.261 -3.905 0.0846
H -6.636 -6.515 -4.162 0.0792
H -4.812 -4.294 -4.940 0.1087
C 6.554 1.462 3.865 -0.0021
C 5.096 1.941 4.106 -0.5025
C 4.189 0.726 3.960 -0.0401
C 4.983 2.449 5.531 -0.1523
C 5.370 3.907 5.787 -0.1588
C 4.652 4.846 4.768 -0.1349
C 4.760 4.380 3.302 -0.4918
C 3.570 5.029 2.580 -0.0308
C 6.125 4.922 2.794 -0.0187
N 4.592 2.933 3.168 -0.0944
O 4.523 2.552 1.833 -0.0250
H 6.592 0.885 2.937 0.0589
H 7.201 2.322 3.686 0.0760
H 6.883 0.804 4.666 0.0860
H 4.242 0.261 2.975 0.0608
H 4.383 -0.063 4.688 0.0770
H 3.187 1.111 4.169 0.0915
H 3.967 2.238 5.892 0.1138
H 5.525 1.901 6.309 0.1212
H 5.049 4.150 6.797 0.1110
H 6.439 4.001 5.585 0.1042
H 5.060 5.844 4.927 0.1174
H 3.627 4.853 5.150 0.1147
H 2.649 4.691 3.054 0.0899
H 3.517 4.751 1.528 0.0549
H 3.678 6.108 2.704 0.0862
H 6.244 4.550 1.772 0.0810
H 6.990 4.672 3.405 0.0716
H 6.127 6.010 2.699 0.0807
H 3.721 2.024 1.762 0.0621
C 6.742 1.171 -2.946 -0.0180
C 5.387 1.060 -2.246 -0.4850
C 4.713 2.423 -2.136 -0.0296
C 4.396 0.178 -3.058 -0.1292
C 4.617 -1.356 -2.959 -0.1519
C 4.620 -1.707 -1.479 -0.1442
C 5.676 -0.932 -0.673 -0.5108
C 5.403 -1.265 0.792 -0.0318
C 7.089 -1.471 -1.008 -0.0244
N 5.466 0.496 -0.875 -0.0882
O 6.352 1.300 -0.109 -0.0177
H 6.514 1.634 -3.913 0.0878
H 7.345 1.946 -2.470 0.0833
H 7.338 0.284 -3.133 0.0669
H 3.902 2.359 -1.408 0.0712
H 5.439 3.186 -1.857 0.0899
H 4.219 2.676 -3.077 0.0744
H 3.343 0.475 -3.026 0.0838
H 4.487 0.330 -4.144 0.1088
H 3.798 -1.848 -3.485 0.1057
H 5.576 -1.605 -3.414 0.1048
H 4.752 -2.774 -1.284 0.1228
H 3.612 -1.466 -1.124 0.1014
H 4.376 -1.048 1.081 0.0604
H 6.136 -0.727 1.399 0.0702
H 5.682 -2.298 1.010 0.0904
H 7.178 -2.530 -0.750 0.0826
H 7.857 -0.961 -0.424 0.0877
H 7.378 -1.454 -2.058 0.0584
H 5.751 1.681 0.545 0.0576
C 3.318 8.812 -2.376 -0.0506
C 2.375 7.903 -1.584 -0.4932
C 2.712 8.032 -0.085 -0.0359
C 0.987 8.579 -1.774 -0.1589
C -0.154 7.679 -1.411 -0.1875
C -0.016 6.365 -2.175 -0.1209
C 1.353 5.613 -1.935 -0.4732
C 1.298 5.063 -0.482 -0.0282
C 1.380 4.437 -2.881 -0.0338
N 2.464 6.543 -2.133 -0.1076
O 3.708 5.938 -1.999 0.0005
H 3.066 8.834 -3.437 0.0855
H 3.290 9.856 -2.057 0.0825
H 4.367 8.521 -2.277 0.0830
H 3.586 7.428 0.180 0.0743
H 3.006 9.064 0.116 0.0842
H 1.926 7.800 0.633 0.0685
H 0.993 9.597 -1.382 0.1243
H 0.933 8.768 -2.855 0.1172
H -0.080 7.538 -0.330 0.1048
H -1.106 8.129 -1.700 0.1160
H -0.275 6.432 -3.233 0.1201
H -0.859 5.787 -1.779 0.1138
H 0.351 4.544 -0.329 0.0868
H 1.321 5.823 0.297 0.0628
H 2.137 4.390 -0.287 0.0606
H 1.388 4.624 -3.955 0.0771
H 0.639 3.663 -2.674 0.0781
H 2.351 3.941 -2.749 0.0614
H 3.739 5.622 -1.075 0.0853
C -6.377 -0.695 6.129 -0.0171
C -6.714 0.147 4.888 -0.5246
C -8.182 0.576 4.936 -0.0445
C -5.936 1.480 4.951 -0.1257
C -4.454 1.241 4.561 -0.1855
C -4.349 0.652 3.163 -0.1241
C -5.077 -0.715 3.048 -0.4729
C -5.143 -1.058 1.575 -0.0543
C -4.319 -1.865 3.744 -0.0204
N -6.435 -0.514 3.616 -0.0947
O -7.284 -1.628 3.421 -0.0115
H -7.069 -1.535 6.047 0.0860
H -5.335 -0.992 6.209 0.0565
H -6.586 -0.091 7.014 0.0873
H -8.870 -0.238 5.179 0.0783
H -8.361 1.355 5.676 0.0846
H -8.476 0.918 3.943 0.0874
H -6.330 2.118 4.155 0.1171
H -5.906 2.038 5.884 0.1200
H -3.814 2.123 4.665 0.1129
H -3.936 0.644 5.322 0.0791
H -3.322 0.543 2.799 0.0936
H -4.732 1.370 2.431 0.1207
H -5.719 -1.980 1.436 0.0788
H -4.211 -1.217 1.035 0.0510
H -5.717 -0.308 1.021 0.0950
H -4.102 -1.668 4.790 0.0536
H -3.418 -2.073 3.163 0.0663
H -4.969 -2.738 3.659 0.0890
H -7.608 -1.487 2.525 0.0982
C -2.492 -6.561 0.880 -0.0362
C -2.191 -5.090 0.548 -0.4756
C -3.475 -4.379 0.994 -0.0400
C -1.085 -4.511 1.433 -0.1333
C 0.286 -5.022 0.978 -0.1536
C 0.492 -4.766 -0.539 -0.1305
C -0.627 -5.252 -1.500 -0.4833
C -0.389 -4.565 -2.825 -0.0399
C -0.465 -6.786 -1.651 -0.0229
N -1.910 -4.886 -0.887 -0.0934
O -3.037 -5.196 -1.643 -0.0149
H -3.212 -7.025 0.202 0.0855
H -1.661 -7.257 0.713 0.0659
H -2.784 -6.745 1.914 0.0869
H -4.399 -4.550 0.438 0.0759
H -3.723 -4.503 2.048 0.0876
H -3.327 -3.294 0.902 0.0498
H -1.048 -3.414 1.404 0.0958
H -1.202 -4.642 2.512 0.1206
H 1.138 -4.647 1.544 0.1085
H 0.331 -6.111 1.073 0.0997
H 1.411 -5.327 -0.730 0.1179
H 0.729 -3.720 -0.745 0.0878
H 0.546 -4.923 -3.255 0.0890
H -0.296 -3.472 -2.785 0.0628
H -1.216 -4.622 -3.539 0.0862
H 0.206 -7.203 -0.900 0.0726
H -0.019 -6.984 -2.629 0.0757
H -1.364 -7.403 -1.648 0.0791
H -3.447 -4.343 -1.823 0.0540
```



Arrangement x

The following is a DFT calculation (ωB97M-V/def2-TZVPD) of 9 unconnected molecules or ions with the total composition C81H171N9O9.

Properties
- molar mass (Da) = 1415.31
- gap between HOMO and LUMO (eV) = 8.17

The geometry in XYZ format:
```
270
Properties=species:S:1:pos:R:3:lowdin_charge:R:1
C -13.740 13.337 -27.462 -0.0197
C -14.270 14.729 -27.822 -0.4918
C -13.046 15.662 -28.094 -0.0225
C -15.086 14.675 -29.121 -0.1416
C -16.076 15.827 -29.399 -0.1661
C -16.901 16.169 -28.172 -0.1378
C -16.075 16.365 -26.906 -0.5039
C -15.420 17.754 -26.934 -0.0207
C -17.113 16.374 -25.786 -0.0541
N -15.111 15.257 -26.740 -0.1019
O -14.487 15.282 -25.484 -0.0010
H -13.013 13.344 -26.648 0.0813
H -14.574 12.734 -27.100 0.0742
H -13.243 12.929 -28.343 0.0754
H -12.348 15.537 -27.261 0.0772
H -12.472 15.507 -29.009 0.0797
H -13.314 16.718 -28.148 0.0604
H -14.354 14.573 -29.928 0.1130
H -15.602 13.714 -29.250 0.1007
H -15.393 16.613 -29.735 0.1113
H -16.685 15.476 -30.231 0.0881
H -17.619 15.343 -28.132 0.1196
H -17.487 17.041 -28.473 0.1195
H -16.216 18.493 -26.870 0.0767
H -14.872 17.862 -27.869 0.0628
H -14.746 17.753 -26.076 0.0823
H -17.963 17.033 -25.967 0.0770
H -16.771 16.706 -24.799 0.0851
H -17.409 15.339 -25.594 0.0866
H -13.687 15.820 -25.618 0.0904
C -20.773 20.594 -34.551 -0.0439
C -21.188 19.702 -33.388 -0.4703
C -21.966 20.488 -32.322 -0.0241
C -22.110 18.588 -34.005 -0.1361
C -21.592 17.275 -34.565 -0.1721
C -20.600 16.680 -33.557 -0.1450
C -19.520 17.707 -33.100 -0.5043
C -18.846 17.021 -31.897 -0.0339
C -18.527 17.704 -34.248 -0.0278
N -20.070 18.988 -32.746 -0.1023
O -19.087 19.875 -32.302 -0.0048
H -19.841 21.153 -34.421 0.0798
H -20.568 20.121 -35.515 0.0788
H -21.546 21.348 -34.714 0.0785
H -21.500 21.031 -31.503 0.0617
H -22.706 21.119 -32.821 0.0850
H -22.647 19.783 -31.831 0.0769
H -22.955 18.421 -33.328 0.1080
H -22.717 19.021 -34.812 0.1177
H -22.439 16.595 -34.650 0.1139
H -21.060 17.372 -35.513 0.1062
H -20.192 15.732 -33.901 0.0844
H -21.238 16.447 -32.695 0.1245
H -19.233 17.258 -30.903 0.0852
H -17.849 17.456 -31.750 0.0778
H -18.719 15.954 -32.069 0.0536
H -18.136 16.722 -34.513 0.0690
H -17.661 18.329 -34.006 0.0876
H -18.934 18.148 -35.161 0.0799
H -19.302 20.192 -31.417 0.0975
C -23.783 16.159 -22.209 -0.0234
C -22.587 16.954 -21.576 -0.4976
C -22.937 18.423 -21.342 -0.0365
C -22.466 16.346 -20.157 -0.1391
C -21.781 14.967 -20.150 -0.1796
C -20.472 14.983 -20.985 -0.1243
C -20.701 15.485 -22.396 -0.5148
C -19.285 15.838 -22.914 -0.0554
C -21.191 14.450 -23.403 -0.0349
N -21.392 16.746 -22.350 -0.1276
O -21.367 17.515 -23.517 -0.0102
H -24.020 15.198 -21.752 0.0707
H -24.725 16.689 -22.017 0.0758
H -23.707 16.088 -23.293 0.0800
H -23.195 18.902 -22.290 0.0763
H -23.871 18.460 -20.780 0.0830
H -22.190 19.040 -20.844 0.0858
H -21.704 16.934 -19.632 0.1201
H -23.423 16.247 -19.651 0.1222
H -21.503 14.682 -19.133 0.1060
H -22.415 14.144 -20.492 0.1012
H -20.219 13.926 -21.100 0.1192
H -19.700 15.492 -20.411 0.1220
H -18.989 16.767 -22.418 0.0914
H -19.160 16.053 -23.982 0.0538
H -18.463 15.118 -22.859 0.0939
H -22.179 14.011 -23.233 0.0762
H -20.553 13.564 -23.348 0.0779
H -21.185 14.859 -24.413 0.0862
H -20.591 18.083 -23.432 0.0900
C -16.186 11.693 -34.500 -0.0243
C -17.104 12.536 -33.564 -0.5038
C -16.264 12.872 -32.317 -0.0298
C -17.425 13.842 -34.320 -0.1390
C -18.447 13.652 -35.419 -0.1616
C -19.784 13.027 -34.929 -0.1135
C -19.680 12.161 -33.617 -0.4633
C -20.192 12.952 -32.415 -0.0253
C -20.525 10.905 -33.894 -0.0283
N -18.308 11.816 -33.231 -0.1296
O -18.104 10.568 -32.658 -0.0076
H -16.788 11.425 -35.371 0.0768
H -15.424 12.341 -34.933 0.0824
H -15.768 10.838 -33.975 0.0764
H -16.753 13.504 -31.571 0.0608
H -16.053 11.935 -31.792 0.0751
H -15.297 13.329 -32.535 0.0874
H -17.657 14.625 -33.593 0.0918
H -16.527 14.258 -34.785 0.1216
H -18.758 14.503 -36.026 0.1068
H -18.155 12.899 -36.156 0.1015
H -20.307 12.482 -35.714 0.1032
H -20.477 13.848 -34.726 0.0875
H -21.100 13.555 -32.529 0.0838
H -19.507 13.765 -32.152 0.0677
H -20.206 12.283 -31.554 0.0650
H -19.956 10.174 -34.471 0.0856
H -21.430 11.088 -34.476 0.0833
H -20.915 10.495 -32.960 0.0831
H -18.173 9.882 -33.340 0.0982
C -9.313 14.405 -29.456 -0.0347
C -7.957 13.702 -29.292 -0.4946
C -8.125 12.172 -29.443 -0.0239
C -7.086 14.275 -30.446 -0.1380
C -5.599 14.031 -30.254 -0.1711
C -5.113 14.434 -28.833 -0.1261
C -5.932 13.795 -27.691 -0.4876
C -5.497 12.344 -27.345 -0.0187
C -5.708 14.700 -26.440 -0.0505
N -7.366 13.930 -27.978 -0.1428
O -8.226 13.910 -26.880 -0.0063
H -9.878 14.225 -28.539 0.0695
H -9.207 15.481 -29.585 0.0814
H -9.859 14.005 -30.310 0.0868
H -8.782 11.815 -28.648 0.0764
H -8.605 11.941 -30.400 0.0799
H -7.166 11.661 -29.474 0.0652
H -7.394 13.928 -31.434 0.1223
H -7.303 15.347 -30.470 0.1093
H -5.459 12.943 -30.214 0.0953
H -4.968 14.436 -31.042 0.1097
H -5.166 15.525 -28.831 0.1158
H -4.066 14.175 -28.667 0.1195
H -6.178 11.779 -26.707 0.0800
H -4.573 12.426 -26.772 0.0818
H -5.419 11.836 -28.305 0.0616
H -6.159 14.259 -25.548 0.0748
H -6.118 15.696 -26.596 0.0852
H -4.684 14.825 -26.074 0.0811
H -8.295 12.962 -26.669 0.1013
C -17.823 9.498 -28.873 -0.0338
C -18.455 10.558 -27.984 -0.5102
C -17.473 11.147 -26.986 -0.0240
C -18.812 11.715 -28.978 -0.1311
C -19.866 12.689 -28.417 -0.1705
C -21.098 11.827 -28.134 -0.1335
C -20.862 10.725 -27.090 -0.5063
C -20.661 11.378 -25.698 -0.0329
C -22.065 9.804 -27.140 -0.0344
N -19.660 9.932 -27.414 -0.1088
O -19.339 8.945 -26.429 -0.0006
H -18.583 8.985 -29.452 0.0933
H -16.983 9.872 -29.466 0.0773
H -17.305 8.783 -28.222 0.0771
H -17.157 10.278 -26.393 0.0829
H -16.571 11.548 -27.444 0.0717
H -17.880 11.881 -26.293 0.0708
H -17.885 12.253 -29.191 0.1035
H -19.098 11.260 -29.929 0.0965
H -19.439 13.243 -27.577 0.1002
H -20.134 13.476 -29.127 0.1029
H -21.427 11.499 -29.120 0.1219
H -21.813 12.513 -27.673 0.1179
H -20.794 10.699 -24.852 0.0840
H -21.525 12.039 -25.558 0.0799
H -19.775 11.977 -25.502 0.0623
H -22.080 9.051 -26.353 0.0819
H -21.965 9.322 -28.115 0.0896
H -23.033 10.307 -27.144 0.0854
H -18.918 9.532 -25.778 0.0767
C -12.217 21.203 -24.353 -0.0507
C -11.974 21.799 -25.757 -0.4977
C -12.263 20.701 -26.793 -0.0329
C -13.024 22.915 -25.823 -0.1340
C -12.734 23.770 -27.062 -0.1778
C -11.273 24.216 -27.056 -0.1412
C -10.226 23.115 -26.957 -0.5424
C -10.117 22.393 -28.288 -0.0475
C -8.850 23.752 -26.684 -0.0322
N -10.599 22.310 -25.815 -0.1180
O -9.685 21.421 -25.218 0.0044
H -13.239 20.840 -24.259 0.0847
H -11.603 20.326 -24.125 0.0761
H -11.851 21.896 -23.594 0.0903
H -11.422 20.294 -27.348 0.0715
H -12.716 19.802 -26.349 0.0672
H -13.098 20.875 -27.481 0.0830
H -13.991 22.415 -25.844 0.1197
H -12.918 23.609 -24.989 0.1233
H -12.924 23.226 -27.992 0.1008
H -13.353 24.670 -27.077 0.1096
H -11.125 24.754 -26.111 0.1239
H -11.070 24.908 -27.874 0.1251
H -11.098 22.086 -28.663 0.0663
H -9.501 21.491 -28.313 0.0847
H -9.832 23.028 -29.132 0.0907
H -8.136 22.929 -26.650 0.0787
H -8.801 24.269 -25.722 0.0878
H -8.572 24.553 -27.369 0.0860
H -9.411 20.833 -25.944 0.1015
C -12.766 9.541 -31.360 -0.0414
C -12.300 9.161 -29.950 -0.4842
C -11.360 10.232 -29.410 -0.0328
C -13.599 9.080 -29.120 -0.1362
C -13.537 8.086 -27.978 -0.1961
C -13.136 6.736 -28.496 -0.1304
C -11.651 6.788 -29.014 -0.4959
C -10.724 7.005 -27.811 -0.0344
C -11.338 5.445 -29.700 -0.0382
N -11.609 7.831 -30.071 -0.1053
O -10.333 7.882 -30.657 -0.0205
H -11.938 9.455 -32.069 0.0780
H -13.561 8.894 -31.731 0.0818
H -13.136 10.567 -31.414 0.0803
H -11.892 11.174 -29.563 0.0719
H -11.115 10.082 -28.357 0.0821
H -10.422 10.313 -29.957 0.0649
H -13.707 10.065 -28.654 0.1109
H -14.505 8.919 -29.704 0.1082
H -12.848 8.430 -27.200 0.1060
H -14.477 8.178 -27.422 0.1102
H -13.779 6.344 -29.285 0.1218
H -13.173 6.028 -27.664 0.1174
H -10.854 6.314 -26.978 0.0867
H -10.799 8.019 -27.413 0.0623
H -9.669 6.938 -28.092 0.0825
H -11.397 4.686 -28.914 0.0837
H -10.281 5.486 -29.963 0.0745
H -11.983 5.179 -30.532 0.0839
H -10.493 7.599 -31.564 0.1036
C -21.770 20.386 -28.438 -0.0554
C -21.289 20.537 -26.994 -0.5051
C -22.259 19.780 -26.089 -0.0192
C -19.839 20.021 -26.996 -0.1454
C -19.114 20.391 -25.735 -0.1865
C -19.166 21.891 -25.487 -0.1292
C -20.577 22.535 -25.496 -0.4958
C -21.258 22.272 -24.136 -0.0220
C -20.398 24.047 -25.706 -0.0450
N -21.225 21.974 -26.704 -0.1041
O -22.390 22.679 -27.095 -0.0189
H -22.860 20.488 -28.440 0.0834
H -21.380 21.008 -29.244 0.0665
H -21.665 19.367 -28.827 0.0885
H -23.133 20.389 -25.851 0.0922
H -22.641 18.781 -26.307 0.0912
H -21.748 19.598 -25.137 0.0463
H -19.922 18.930 -27.034 0.1211
H -19.336 20.374 -27.896 0.1208
H -19.463 19.777 -24.901 0.1008
H -18.069 20.121 -25.922 0.1025
H -18.582 22.377 -26.271 0.1192
H -18.781 22.091 -24.484 0.1202
H -22.286 22.625 -24.269 0.0867
H -20.789 22.878 -23.363 0.0832
H -21.351 21.225 -23.857 0.0624
H -21.368 24.540 -25.778 0.0789
H -19.843 24.326 -26.607 0.0843
H -19.775 24.541 -24.957 0.0870
H -22.035 23.326 -27.714 0.1010
```



arrangement w (2.877 eV below the next structure)